[1]
Computed, not measured: one molecule with the formula C20H15BrN4O in a non-equilibrium geometry, with wB97M-V/def2-TZVPD.

HOMO level ... -7.4 eV
Frontier orbital gap ... 7.831 eV
Strongest force on any atom ... 4.62 eV/Å
LUMO energy ... 0.01606 Ha
SMILES string ... O=C(c1nc(-c2c[nH]c3cc(Br)ccc23)c[nH]1)c1c[nH]c2c1CCC=C2

Geometry (Å):
H: -3.52724 0.44401 -0.65322
C: -2.75137 0.01021 -0.03933
C: 0.30903 0.02630 -2.22622
C: 1.15075 -2.68265 3.77061
C: 1.47875 0.57645 1.99287
Br: -3.12923 1.53793 -7.48480
H: -4.20726 2.32202 -4.80738
H: 2.87790 2.32954 1.64418
H: 0.46555 0.96258 2.08406
N: 0.38972 0.07010 -3.63752
H: 4.67334 1.49230 3.02796
H: -3.47445 1.72261 -2.49482
C: -0.94323 0.28766 -1.87636
H: -3.38974 -0.57460 1.91324
H: 4.82218 -0.78503 3.78415
C: -1.20254 0.72852 -5.43557
C: -3.25270 1.73561 -4.59283
C: 2.66586 -1.12938 3.43441
C: -1.70615 0.77523 -3.11915
O: -1.70018 -2.04628 3.48264
C: 3.79815 0.92946 2.91333
H: 2.11058 2.22188 3.23743
C: 3.87337 -0.34735 3.40706
N: -0.72851 -0.72044 0.36957
H: -0.51418 0.32959 -6.17287
H: 1.24727 -0.14415 -4.22897
C: -1.51540 -0.11876 -0.59278
N: -2.68534 -0.54646 1.20329
C: 2.52815 1.66177 2.43895
C: 1.52447 -0.68393 2.78040
H: 1.59148 0.26181 1.04181
C: -2.89694 1.36926 -3.33254
H: 1.03426 -0.42182 -1.53374
C: -2.45792 1.38315 -5.69212
C: 0.51045 -1.69820 3.01790
H: 0.64372 -3.56010 4.18606
C: -0.80511 0.52004 -4.16809
H: 3.09928 -3.05733 4.40633
C: -0.94336 -1.71129 2.62153
C: -1.43568 -1.08989 1.38800
N: 2.47225 -2.38038 3.94250

[2]
Computed, not measured: one molecule with the formula C19H23NO4, with wB97M-V/def2-TZVPD.

HOMO level ... -9.0 eV
Frontier orbital gap ... 9.760 eV
ΔE to the lowest compared entry with this formula, charge and spin ... 307.09 kJ/mol
Strongest force on any atom ... 0.98 eV/Å
LUMO energy ... 0.02621 Ha
SMILES string ... C#CCNC(=O)C1=C[C@H](c2ccccc2)C[C@H](OCCCCO)O1

Geometry (Å):
H: 4.31464 1.76256 1.90112
H: 5.98108 0.41742 -1.71168
C: -1.04370 1.04796 0.98123
H: 1.53192 0.27367 -2.07297
C: -5.44875 -0.44986 1.01025
H: 2.47809 2.06156 0.08307
H: -2.64008 1.50759 -1.91298
H: -1.17668 0.54576 1.92597
O: 1.36306 -0.03577 2.14104
C: -1.92978 1.93211 -1.20454
C: -2.27031 1.47105 0.23220
H: -2.14525 -0.99641 -0.88063
H: 3.76485 0.06218 1.84498
N: 2.54524 1.38971 0.83350
H: 2.59766 -2.64541 -2.00924
C: 4.72312 0.74999 0.11838
H: -1.98029 3.01957 -1.26664
C: 5.37882 0.58533 -0.86923
H: -0.21808 2.07893 -2.54351
H: -3.82111 -2.80240 -0.77757
H: 0.29198 -2.39879 -1.27068
C: -3.30761 0.37000 0.27502
O: 0.44671 1.87195 -0.68173
H: 1.89428 -3.64804 0.30258
C: -4.01552 -1.85789 -0.29061
H: -2.68950 2.33154 0.77014
C: 0.19180 1.28208 0.54487
C: -0.52253 1.51680 -1.64242
C: 0.97806 -1.57059 -1.08221
H: 0.73626 -1.16976 -0.09720
H: -5.94394 -2.45000 0.43100
C: 0.73427 -0.47500 -2.12344
H: 3.11413 -1.23201 -1.08282
C: 2.73423 -2.96246 0.11870
C: -5.20684 -1.66167 0.38768
H: 3.62538 -3.56056 -0.09160
H: 0.72068 -0.90101 -3.13358
O: -0.52931 0.14471 -1.89892
C: -3.07032 -0.84963 -0.34632
H: -6.37560 -0.28854 1.54127
C: -4.50287 0.55938 0.95492
H: -4.69897 1.50271 1.44592
C: 1.41080 0.81759 1.26770
O: 3.05263 -2.23964 1.27745
C: 3.86876 0.98591 1.26556
H: 2.29313 -1.71079 1.57203
C: 2.41945 -2.07555 -1.09564

[3]
Computed, not measured: one molecule with the formula C24H23ClN6O3 in a non-equilibrium geometry, with wB97M-V/def2-TZVPD.

HOMO level ... -8.7 eV
Frontier orbital gap ... 9.209 eV
ΔE to the lowest compared entry with this formula, charge and spin ... 105.39 kJ/mol
Strongest force on any atom ... 1.34 eV/Å
LUMO energy ... 0.01806 Ha
SMILES string ... COCCNC(=O)[C@@H](c1ccc(Cl)cc1)N(C(=O)Cn1nnc2ccccc21)c1cccnc1

Geometry (Å):
C: -3.61338 -2.66929 -0.58817
C: 1.78345 -0.63907 -2.32105
H: -0.42563 1.47841 -2.94550
H: 2.30736 4.26374 1.82796
C: 2.06383 -2.68501 0.02364
O: -3.75070 -1.27419 1.34277
H: -4.21658 -3.17542 -1.34810
H: -3.80546 -0.13285 2.99256
C: -0.48211 -0.81659 -1.54623
C: 2.38156 -2.49144 2.25816
C: -0.96690 0.54632 -1.09774
H: -5.30346 -2.50289 0.74685
N: -2.61664 -1.83722 -1.21769
H: -3.06965 -3.40855 0.00386
C: 2.56239 3.39706 1.23655
C: 2.29321 2.21120 -0.86747
C: 2.01871 3.28453 -0.05184
H: 2.79131 -2.94328 3.15060
H: -5.02969 -1.05715 -0.26146
C: -1.20085 2.90182 -1.55307
O: -0.83301 -2.87438 -0.29913
C: -0.83027 1.63189 -1.95601
C: -1.30089 -1.95389 -0.92596
H: -5.27862 -1.10129 2.73080
C: 1.41561 -1.45184 -0.04979
C: 3.28747 -0.63095 -2.02197
C: 3.40716 2.44567 1.75704
O: 1.37559 -0.32044 -3.42189
N: 4.38074 -0.51464 0.14039
H: -1.09171 3.74233 -2.22023
H: 3.83426 2.53154 2.74266
H: 1.88265 2.12801 -1.86097
N: 0.95517 -0.95741 -1.29904
H: -4.97891 0.34718 1.73493
H: -0.58700 -0.88534 -2.63899
N: 4.45176 0.22824 1.16202
C: -4.52767 -1.84915 0.32032
H: -1.64952 -0.09376 0.83422
C: 1.74196 -1.26325 2.30332
C: 3.13022 1.23480 -0.34202
H: 3.67777 -1.64848 -1.94553
H: 1.64007 -0.72496 3.23243
C: 1.24826 -0.72891 1.12478
N: 3.60112 0.04097 -0.79785
H: 2.18969 -3.29281 -0.86261
H: -2.28969 2.16585 1.56598
H: 0.76357 0.23646 1.11290
C: -1.50395 0.74515 0.16984
Cl: -2.16320 4.67285 0.24040
H: -2.94220 -0.99929 -1.67548
C: -1.87716 2.01206 0.58144
C: 3.69416 1.34306 0.95298
C: -1.71401 3.08614 -0.27906
H: 1.36677 4.06664 -0.41037
H: 3.77008 -0.13124 -2.87062
C: -4.50181 -0.50107 2.24239
N: 2.53482 -3.18583 1.14403

[4]
Computed, not measured: a 2-piece molecular cluster, C3H5PS overall in a non-equilibrium geometry, with wB97M-V/def2-TZVPD.

HOMO level ... -8.4 eV
Frontier orbital gap ... 8.035 eV
ΔE to the lowest compared entry with this formula, charge and spin ... 261.79 kJ/mol
Strongest force on any atom ... 4.34 eV/Å
LUMO energy ... -0.01391 Ha
SMILES string ... CC#P.C=S

Geometry (Å):
C: -1.60846 -1.44432 1.16949
H: -1.37430 -1.81160 2.15358
H: -2.59620 -1.64790 0.85260
C: 2.33239 1.36132 -1.45302
H: 3.43736 1.23929 -1.38127
P: -1.27668 1.44574 0.40514
H: 1.93126 0.72088 -2.36394
H: -0.80894 -2.11387 0.59728
C: -1.40812 -0.08134 0.72202
S: 1.37169 2.33178 -0.70187

[5]
Computed, not measured: a 2-piece molecular cluster, C5H9NO overall in a non-equilibrium geometry, with wB97M-V/def2-TZVPD.

HOMO level ... -7.8 eV
Frontier orbital gap ... 8.718 eV
ΔE to the lowest compared entry with this formula, charge and spin ... 153.93 kJ/mol
Strongest force on any atom ... 2.79 eV/Å
LUMO energy ... 0.03520 Ha
SMILES string ... Cc1ccc[nH]1.O

Geometry (Å):
H: -3.05734 -1.98071 0.16467
H: -0.39314 2.24356 1.71684
N: 1.63023 -0.02677 0.25454
H: 2.29485 -0.96317 -1.53329
O: -3.05326 -2.07421 -0.81361
C: 0.62373 1.97178 1.41403
H: 1.24138 1.79016 2.29312
C: 0.10256 -0.68242 -1.19461
C: 1.44412 -0.73433 -0.91133
H: -2.65141 -2.93467 -0.93541
C: -0.47964 0.23830 -0.26730
H: 1.01945 2.80266 0.82516
H: -1.51159 0.37939 0.01321
C: 0.55570 0.80870 0.48738
H: -0.32103 -0.99782 -2.12967
H: 2.55538 0.15953 0.61627

[6]
Computed, not measured: C3H2S2 as an isolated structure in a non-equilibrium geometry, with wB97M-V/def2-TZVPD.

HOMO level ... -9.1 eV
Frontier orbital gap ... 8.700 eV
ΔE to the lowest compared entry with this formula, charge and spin ... 180.47 kJ/mol
Strongest force on any atom ... 2.51 eV/Å
LUMO energy ... -0.01468 Ha

Geometry (Å):
C: 0.45002 0.34437 0.65649
C: -0.44032 -0.85806 0.16250
C: -0.06896 0.46894 -0.67558
H: 0.59742 0.12249 -1.37521
S: 1.22796 -1.28011 0.62146
H: -0.77394 1.10002 -1.08973
S: -0.99218 0.10235 1.70007

[7]
Computed, not measured: a 14-piece molecular cluster, C6H38NO14 overall in a non-equilibrium geometry, with wB97M-V/def2-TZVPD.

HOMO level ... -6.7 eV
Frontier orbital gap ... 9.368 eV
ΔE to the lowest compared entry with this formula, charge and spin ... 358.05 kJ/mol
Strongest force on any atom ... 2.88 eV/Å
LUMO energy ... 0.09757 Ha
Charge ... -1

Geometry (Å):
O: 3.85112 2.53010 -0.61645
H: -1.08276 -4.41736 0.36675
H: -1.13360 2.93883 3.45982
C: 0.64375 0.26252 -2.52983
H: 2.27305 1.23030 3.94658
H: -2.18592 1.57105 -1.55267
H: 2.54551 -3.72279 -1.55563
H: -1.52531 -2.78598 0.28917
C: -0.54275 2.08509 3.10785
O: 1.67666 3.19266 2.07176
H: -3.88323 -0.07099 0.31088
H: -0.34292 0.63184 -2.78559
O: -4.54802 0.41044 -0.20201
C: 0.97714 0.49118 -1.00739
H: -2.97428 -0.23145 1.90750
O: 1.43614 -2.78022 1.75136
H: -2.55472 -1.63663 1.57861
O: 3.15851 -3.00899 -1.34733
H: 0.91458 3.69547 -2.24510
O: -2.50057 -0.26350 -2.28610
H: 0.21581 1.85573 3.84096
N: 2.38093 0.03757 -0.78769
H: 0.88661 1.57753 -0.77399
H: 0.95630 -2.85491 -1.89624
H: -1.42175 2.07208 1.14744
H: 1.40339 0.73905 -3.15399
H: -0.08067 -3.49574 -1.06718
O: 0.55017 -1.11886 -2.80140
O: -2.10841 2.50548 -1.77877
O: 0.19444 3.87822 -1.62940
H: -0.39379 -1.36893 -2.78876
H: -2.84064 2.88435 -1.27762
H: 1.09617 0.29115 1.77899
H: -0.47596 3.24398 -1.94444
H: -0.36760 -1.10477 -0.09883
H: -2.38042 -0.92133 -1.43944
H: -0.93817 0.49953 -0.41914
H: 2.63768 -0.64435 -1.48301
O: -0.95227 -3.56558 0.78211
H: 3.27283 2.04605 0.01606
C: -0.06584 -0.04249 -0.00751
H: -2.79921 -0.62586 -3.11782
H: 3.02470 -2.94877 -0.38826
H: -3.26813 -2.35502 -0.40566
H: 0.97587 3.54327 1.52540
C: -0.68689 1.65439 1.85608
H: -4.18619 0.24409 -1.07976
H: 3.72963 1.67743 -1.13393
O: -3.01661 -1.12148 2.27550
H: 1.34134 -2.95659 2.68489
H: -0.59408 -0.41914 2.03878
O: 3.08270 0.76528 3.70778
C: 0.00947 0.33837 1.47079
O: -2.44841 -1.86026 -0.34475
H: 2.46597 -0.01796 0.20681
H: 2.52619 3.06013 1.65216
O: 0.40972 -3.65952 -1.88949
H: 0.57134 -2.73047 1.31245
H: 3.09140 0.77672 2.74871

[8]
Computed, not measured: a 2-piece molecular cluster, C10H14N3O3 overall, with wB97M-V/def2-TZVPD.

HOMO level ... -12.9 eV
Frontier orbital gap ... 7.738 eV
Strongest force on any atom ... 0.62 eV/Å
LUMO energy ... -0.19137 Ha
Charge ... +1

Geometry (Å):
O: 1.84590 1.41477 -1.80397
C: -3.83405 -0.97177 -0.21184
H: -3.19224 -1.75945 -0.58560
H: 3.81357 0.79285 1.79933
H: 5.55240 -0.12361 -0.54894
H: -5.65117 -2.04075 -0.51758
H: 5.79492 1.33034 0.41032
C: -3.32875 0.22830 0.25240
C: 3.08999 -0.60945 -1.77428
C: -5.51753 0.97220 0.68790
C: 3.93513 0.33762 0.81788
C: 5.39912 0.31566 0.43665
O: -1.27139 -0.19614 1.42914
H: 3.93963 -0.44055 -2.43469
H: 2.27489 -1.03161 -2.35651
H: 5.96955 -0.26367 1.16224
H: -1.41647 0.08682 -0.57433
N: -1.87797 0.43998 0.27664
H: -1.67811 1.44247 0.37788
H: 3.36511 -1.33543 -1.01369
C: -5.21338 -1.11198 -0.17296
H: -3.78012 2.19143 1.05451
N: -6.04600 -0.17396 0.27355
C: -0.72823 -1.34022 1.06755
C: -4.15318 1.23707 0.70343
N: -0.39670 -2.34194 0.60577
C: 2.63579 0.71860 -1.21853
O: 3.15950 1.16396 -0.06491
H: -6.19975 1.73399 1.04488
H: 3.50955 -0.66551 0.87778

Which value of HOMO level does entry 4 give? -8.4 eV